*i*
C9H9NO3S | ωB97M-V with the def2-TZVPD basis set

Each line ends with the Mulliken charge.
Cartesian coordinates (Å):
C -3.141 1.593 -0.368  -0.398
C -1.811 1.941 -0.314  -0.414
C -3.449 0.333 0.056  -0.542
C -0.933 0.939 -0.007  0.899
C 1.335 1.922 -0.196  0.143
C 2.733 0.136 0.332  -0.524
C 0.817 -1.792 0.257  -0.829
C 1.259 -0.327 0.709  0.172
C 0.463 0.817 0.175  -0.340
N 0.528 -1.076 -1.983  -0.437
O 1.160 3.084 -0.552  -0.612
O 2.647 1.550 0.109  -0.345
O 0.016 -1.774 -0.888  -0.123
S -1.952 -0.475 0.480  -0.064
H -3.909 2.277 -0.532  0.422
H -1.577 3.007 -0.441  0.445
H -4.380 -0.025 0.388  0.435
H 3.381 -0.318 1.163  0.316
H 3.032 -0.308 -0.650  0.272
H 1.709 -2.373 0.208  0.506
H 0.226 -2.286 1.038  0.380
H 1.210 -0.383 1.880  0.392
H -0.260 -1.021 -2.745  0.247

Calculated values
Frontier orbital gap (alpha / beta) (eV): 7.520 / 7.591
Charge: 0
LUMO level (alpha / beta) (eV): -0.24 / -1.52
Highest occupied orbital energy (alpha / beta) (eV): -7.8 / -9.1

---

*ii*
C9H9NO3S | ωB97M-V with the def2-TZVPD basis set

Each line ends with the Mulliken charge.
Cartesian coordinates (Å):
C -0.105 -0.872 0.344  0.097
C -1.452 -0.083 -0.023  0.493
C 0.344 -2.228 0.301  -0.031
C -2.871 -0.322 -0.227  0.211
C 1.739 -2.407 -0.312  -0.694
C 0.729 1.494 1.166  -0.828
C -0.568 2.144 0.679  -0.541
C 1.692 0.305 -0.955  -1.027
C 0.566 0.434 0.043  1.319
N -0.726 1.068 -0.339  -0.353
O -3.458 -1.331 0.037  -0.493
O -0.282 -3.200 0.655  -0.548
O -3.500 0.742 -0.782  -0.521
S 2.836 -0.959 -0.303  -0.137
H 2.269 -3.193 0.227  0.378
H 1.595 -2.732 -1.345  0.331
H 1.625 2.100 1.047  0.328
H 0.691 1.086 2.171  0.242
H -1.384 2.182 1.400  0.282
H -0.444 3.108 0.190  0.297
H 1.319 -0.014 -1.928  0.371
H 2.263 1.225 -1.052  0.427
H -2.880 1.453 -0.993  0.398

Calculated values
Frontier orbital gap (alpha / beta) (eV): 7.598 / 7.598
Charge: 0
LUMO level (alpha / beta) (eV): -1.38 / -1.38
Highest occupied orbital energy (alpha / beta) (eV): -9.0 / -9.0
SMILES: O=C(O)C1=C2C(=O)CSC[C@]23CCN13

---

It is *ii* that is the most stable of them.